one:
22
Properties=species:S:1:pos:R:3:lowdin_charge:R:1 method="wB97M-V/def2-TZVPD" homo_lumo_gap_ev=9.49 smiles="C=C(C)N.CNCO"
C -2.839 0.860 -1.476 0.04
C -1.749 1.014 -0.736 -0.43
C -1.623 1.952 0.422 -0.05
N -0.550 0.258 -1.005 0.05
H -2.895 0.097 -2.245 0.06
H -3.704 1.499 -1.376 0.06
H -2.457 2.650 0.445 0.08
H -1.633 1.370 1.338 0.08
H -0.672 2.484 0.418 0.08
H 0.172 0.881 -1.336 0.12
H -0.755 -0.542 -1.582 0.11
C 2.507 -1.374 -0.376 -0.14
N 2.216 -1.775 1.004 -0.12
C 1.345 -0.834 1.683 -0.36
O 0.023 -0.757 1.249 -0.11
H 1.599 -1.438 -0.985 0.06
H 3.326 -1.972 -0.773 0.07
H 2.836 -0.332 -0.344 0.07
H 1.798 -2.694 0.954 0.10
H 1.871 0.130 1.654 0.11
H 1.313 -1.161 2.730 0.11
H -0.129 -0.317 0.336 -0.01

***

two:
22
Properties=species:S:1:pos:R:3:lowdin_charge:R:1 method="wB97M-V/def2-TZVPD" homo_lumo_gap_ev="7.40 / 7.40"
C -0.015 0.480 0.234 -0.37
C -0.659 -0.637 -0.294 -0.28
C 0.749 -1.633 0.991 -0.15
C 1.261 1.000 -0.368 -0.03
C -0.442 1.038 1.563 -0.05
N -0.373 -1.224 -1.521 0.08
N -1.653 1.316 -1.128 -0.08
O 1.543 -2.326 0.106 -0.09
H 0.997 -2.513 -0.683 0.07
H -1.589 -0.954 0.158 0.13
H 0.214 -0.654 -2.118 0.09
H -1.225 -1.451 -2.019 0.11
H -1.143 1.954 -1.742 -0.06
H -2.166 1.931 -0.495 -0.06
H 1.382 -1.104 1.698 0.09
H -0.014 -2.225 1.501 0.08
H -0.663 2.100 1.450 0.09
H 2.082 0.291 -0.225 0.09
H 1.150 1.163 -1.442 0.08
H 1.541 1.953 0.082 0.09
H -1.335 0.543 1.948 0.09
H 0.358 0.950 2.304 0.09

***

three:
22
Properties=species:S:1:pos:R:3:lowdin_charge:R:1 method="wB97M-V/def2-TZVPD" homo_lumo_gap_ev=9.28 smiles="N/C=C/CCCN.O"
N 1.732 0.352 2.377 0.03
C 1.205 -0.274 1.207 -0.19
C 1.711 0.162 0.074 -0.13
C 1.409 -0.577 -1.228 -0.21
C -0.063 -0.986 -1.592 -0.25
C -1.203 -0.165 -1.275 -0.24
N -0.967 1.342 -1.670 0.05
H 2.740 0.238 2.318 0.08
H 1.491 -0.096 3.186 0.03
H 0.477 -1.020 1.355 0.10
H 2.416 0.950 -0.085 0.10
H 2.057 -1.447 -1.383 0.11
H 1.580 0.215 -1.977 0.09
H 0.064 -1.376 -2.656 0.14
H -0.146 -1.763 -0.843 0.09
H -1.719 -0.173 -0.304 0.07
H -1.951 -0.574 -2.010 0.12
H -1.757 1.793 -1.607 -0.03
H -0.290 1.745 -1.035 0.05
O -2.899 0.165 1.729 -0.04
H -2.037 -0.042 1.336 0.00
H -3.438 -0.589 1.806 0.01

***

one (33.3 kcal/mol below the next structure)

***

one:
22
Properties=species:S:1:pos:R:3:lowdin_charge:R:1 method="wB97M-V/def2-TZVPD" homo_lumo_gap_ev=9.80 smiles="C/N=C/C(C)(C)N.O"
C -2.592 -0.898 -0.036 -0.14
N -1.228 -0.695 -0.409 -0.01
C -0.420 -0.109 0.387 -0.18
C 1.068 -0.127 0.062 -0.64
C 1.664 -1.472 0.499 -0.04
C 1.763 1.019 0.803 -0.05
N 1.310 0.031 -1.369 0.07
H -3.217 -0.385 -0.765 0.07
H -2.800 -1.966 -0.101 0.08
H -2.839 -0.537 0.970 0.08
H -0.684 0.073 1.442 0.13
H 2.722 -1.495 0.245 0.08
H 1.561 -1.617 1.573 0.08
H 1.182 -2.290 -0.031 0.08
H 2.816 1.040 0.532 0.08
H 1.677 0.889 1.881 0.08
H 1.315 1.973 0.525 0.08
H 0.856 -0.733 -1.860 0.07
H 0.856 0.880 -1.691 0.07
O -1.622 1.902 -1.113 -0.10
H -2.013 2.722 -1.436 0.04
H -1.373 1.796 -0.107 0.08

***

two:
22
Properties=species:S:1:pos:R:3:lowdin_charge:R:1 method="wB97M-V/def2-TZVPD" homo_lumo_gap_ev=8.40 smiles=CNC[C@](C)(N)CO
C -1.870 1.911 0.512 -0.22
N -1.712 0.814 -0.410 -0.13
C -0.847 -0.655 0.054 -0.08
C 0.543 -0.239 -0.141 -0.51
C 1.232 0.552 0.948 -0.04
N 0.993 0.058 -1.452 0.08
C 0.899 -2.076 0.165 -0.17
O 1.542 -2.547 -0.991 -0.10
H -1.328 2.819 0.202 0.06
H -1.524 1.644 1.520 0.07
H -2.930 2.191 0.628 0.06
H -1.968 1.048 -1.366 0.06
H -1.166 -0.757 1.086 0.12
H -1.266 -1.346 -0.672 0.11
H 2.319 0.420 0.897 0.09
H 0.891 0.236 1.935 0.09
H 1.019 1.618 0.844 0.08
H 1.364 0.999 -1.532 0.10
H 0.282 -0.086 -2.161 0.10
H 0.144 -2.815 0.432 0.10
H 1.590 -2.028 1.013 0.09
H 1.794 -1.761 -1.511 0.06

***

three:
22
Properties=species:S:1:pos:R:3:lowdin_charge:R:1 method="wB97M-V/def2-TZVPD" homo_lumo_gap_ev="8.50 / 8.23"
C -0.893 -2.179 0.126 -0.08
C -1.443 1.824 0.578 -0.05
C -0.817 0.291 -1.517 -0.07
C -0.644 -0.947 0.925 -0.03
C -0.494 0.986 -0.186 -0.15
N 0.474 0.043 0.583 -0.31
N 3.101 0.254 -0.230 0.04
O 1.176 0.515 1.585 -0.23
H -1.652 -1.963 -0.580 0.05
H -1.229 -2.838 0.797 0.02
H 0.035 -2.692 -0.375 0.13
H -0.732 2.326 1.363 0.14
H -1.866 2.492 -0.040 0.04
H -2.205 1.314 1.039 0.04
H -0.186 -0.449 -1.871 0.05
H -1.811 -0.065 -1.586 0.06
H -0.854 1.132 -2.258 0.10
H -1.422 -0.567 1.558 0.11
H 1.184 -0.505 0.067 0.12
H 2.930 0.111 0.683 -0.06
H 3.395 1.213 -0.259 0.03
H 3.952 -0.297 -0.402 0.04

***

one (52.6 kcal/mol below the next structure)

***

one:
22
Properties=species:S:1:pos:R:3:lowdin_charge:R:1 method="wB97M-V/def2-TZVPD" homo_lumo_gap_ev=6.91
C 2.177 -0.716 -0.462 -0.61
N 1.818 -1.684 -1.379 0.16
N 2.683 0.448 -0.994 0.16
O 2.271 -0.986 0.777 -0.06
H 1.291 -0.645 1.572 0.10
H 0.390 0.106 -0.012 0.05
H 3.046 0.425 -1.935 0.10
H 1.337 -1.368 -2.209 0.10
H 1.415 -2.510 -0.962 0.11
H 3.170 1.043 -0.345 0.11
C -2.558 1.751 0.476 -0.14
C -1.441 -1.027 0.259 -0.11
C -1.095 1.443 0.539 -0.19
C -0.559 0.172 0.560 -0.36
H -0.412 2.283 0.517 0.08
H 0.343 -0.250 1.687 0.08
H -3.081 1.163 -0.282 0.06
H -3.059 1.544 1.433 0.07
H -2.291 -1.070 0.942 0.07
H -0.872 -1.957 0.327 0.06
H -1.846 -0.967 -0.755 0.08
H -2.728 2.803 0.246 0.06

***

two:
22
Properties=species:S:1:pos:R:3:lowdin_charge:R:1 method="wB97M-V/def2-TZVPD" homo_lumo_gap_ev=9.39 smiles="C=C(C)O.NCCN"
C 2.389 -0.434 0.498 0.04
C 2.418 0.418 -0.525 -0.47
C 1.382 0.507 -1.601 -0.05
O 3.495 1.262 -0.643 0.02
H 1.620 -1.184 0.565 0.04
H 3.191 -0.464 1.220 0.06
H 0.661 -0.302 -1.538 0.06
H 0.818 1.439 -1.469 0.09
H 1.820 0.528 -2.600 0.08
H 3.252 1.997 -1.212 0.09
N -3.618 0.083 -0.559 -0.01
C -2.365 -0.575 -0.166 -0.30
C -2.067 -0.250 1.276 -0.30
N -0.826 -0.890 1.725 0.00
H -4.384 -0.253 0.001 0.06
H -3.769 0.007 -1.550 0.06
H -1.571 -0.199 -0.816 0.09
H -2.371 -1.657 -0.367 0.11
H -1.962 0.826 1.418 0.11
H -2.954 -0.553 1.859 0.11
H -0.674 -0.651 2.698 0.07
H -0.958 -1.893 1.703 0.06

***

three:
22
Properties=species:S:1:pos:R:3:lowdin_charge:R:1 method="wB97M-V/def2-TZVPD" homo_lumo_gap_ev=9.53 smiles=CNC[C@H](N)CCO
C 0.377 -1.355 2.862 -0.18
N -0.420 -0.724 1.797 -0.14
C -0.147 -1.229 0.414 -0.21
C -0.635 -0.155 -0.530 -0.46
N -1.857 -0.370 -1.223 -0.01
C 0.533 0.174 -1.533 -0.19
C 1.375 1.241 -0.941 -0.31
O 0.625 2.429 -0.880 -0.10
H 0.059 -2.436 3.045 0.07
H 1.545 -1.554 2.719 0.10
H 0.285 -0.685 3.797 0.09
H -1.372 -1.054 2.054 0.11
H 0.882 -1.472 0.149 0.10
H -0.752 -2.160 0.245 0.13
H -0.797 0.744 0.146 0.14
H -2.248 0.600 -1.499 0.11
H -1.780 -1.012 -2.110 0.12
H 1.122 -0.754 -1.729 0.12
H 0.176 0.481 -2.527 0.11
H 1.516 0.862 0.135 0.14
H 2.296 1.505 -1.493 0.12
H 0.986 3.106 -1.545 0.13

***

four:
22
Properties=species:S:1:pos:R:3:lowdin_charge:R:1 method="wB97M-V/def2-TZVPD" homo_lumo_gap_ev=8.01
C -1.199 1.264 -0.202 -0.34
C -1.192 2.143 1.038 -0.11
O -2.125 0.198 -0.122 -0.10
H -1.829 -0.395 0.573 0.07
H -1.514 1.848 -1.069 0.10
H -0.027 0.484 -0.038 0.14
H -2.204 2.436 1.340 0.07
H -0.623 3.053 0.845 0.07
H -0.715 1.626 1.875 0.06
C 1.068 -1.429 1.335 -0.07
C 0.938 -0.759 -0.019 -0.48
N 2.128 -0.022 -0.384 0.04
N -0.033 -0.816 -2.183 0.06
C 0.234 -1.458 -1.006 -0.18
H 2.983 -0.559 -0.329 0.07
H 2.116 0.437 -1.287 0.07
H -0.086 0.216 -2.010 0.08
H -0.865 -1.145 -2.656 0.09
H -0.364 -2.329 -0.768 0.12
H 1.979 -2.027 1.406 0.07
H 1.102 -0.674 2.119 0.07
H 0.228 -2.091 1.542 0.07

***

two (26.2 kcal/mol below the next structure)